(1)
The following is a quantum chemistry calculation of a cluster of 7 separate species, C29H40F8O19 in total in a non-equilibrium geometry, from the Open Molecules 2025 dataset.

Geometry as XYZ:
```
96
Properties=species:S:1:pos:R:3:forces:R:3
C -4.137040 -17.496610 7.422650 -0.1 -0.7 0.0
C -3.001060 -18.243800 6.773530 -0.8 -1.2 -0.6
C -3.475470 -19.267650 5.730290 -0.5 -1.9 0.1
O -2.871180 -18.884900 4.498480 -1.5 -1.7 -0.1
C -2.335440 -17.722560 4.639180 0.7 1.5 0.3
O -1.985980 -17.041060 3.720510 0.6 0.3 0.3
O -2.225610 -17.421440 5.963240 1.4 1.9 -0.9
H -4.664760 -16.855270 6.716740 0.3 0.2 0.0
H -3.804150 -16.965620 8.314470 -0.3 0.1 -0.1
H -4.854650 -18.284730 7.650690 -0.2 0.2 0.7
H -2.369980 -18.786410 7.477390 0.1 0.4 0.3
H -4.550550 -19.396870 5.605390 -0.2 0.8 -0.1
H -3.172640 -20.296350 5.925640 0.5 0.1 0.2
C 2.390690 -15.147450 -0.313110 0.0 -0.1 -0.7
C 0.931080 -14.774470 -0.032100 2.1 2.1 -0.7
C 0.242420 -14.049190 -1.194190 0.3 1.0 1.4
O -1.005240 -14.734860 -1.216450 -1.7 1.4 -2.3
C -1.064840 -15.811700 -0.488580 0.8 -2.3 0.1
O -1.923650 -16.678460 -0.443860 1.7 2.1 0.0
O 0.182620 -15.913600 0.089700 -1.3 -2.5 1.6
H 2.943330 -15.605230 0.507330 -0.4 -0.3 0.1
H 3.058610 -14.370730 -0.685520 -0.5 0.7 0.3
H 2.334310 -15.788140 -1.193130 0.2 -0.7 0.1
H 0.901680 -14.096380 0.820800 -0.3 -0.5 0.5
H 0.857870 -13.941040 -2.087280 -0.6 -1.1 -0.6
H 0.038160 -13.008920 -0.940800 -0.2 -0.1 0.2
C 5.312460 -22.138620 9.877530 -1.2 0.2 -0.7
C 4.815930 -20.859660 9.144890 0.9 -1.0 1.7
C 5.678270 -19.660880 9.587950 -1.7 -0.4 0.2
O 6.510000 -19.466530 8.505870 1.6 0.3 -1.9
C 6.236960 -20.282180 7.447130 0.2 0.4 0.2
O 6.867520 -20.311880 6.424410 -1.1 -0.2 1.3
O 5.121320 -21.009410 7.765710 0.3 0.2 -1.1
H 6.171990 -22.465930 9.292550 0.2 -0.2 0.5
H 4.535650 -22.901660 9.828160 0.1 -0.2 -0.1
H 5.517700 -21.985220 10.936980 0.2 0.2 -0.2
H 3.746290 -20.690850 9.269260 0.1 0.0 -0.1
H 6.283190 -19.890290 10.465190 -0.2 0.2 0.0
H 4.995570 -18.819290 9.705190 0.5 0.4 0.3
C 0.598010 -18.922880 8.825100 -0.5 -0.7 0.1
C 1.550550 -18.134570 7.991390 -0.1 0.5 -0.8
C 0.924360 -16.908170 7.293810 -0.7 -0.6 1.7
O 1.880520 -15.897680 7.500640 1.1 0.6 -0.2
C 2.788450 -16.282540 8.452690 2.3 1.5 -0.8
O 3.760000 -15.617790 8.781200 -2.6 -1.5 -0.4
O 2.547650 -17.546650 8.810750 0.5 0.0 0.9
H 0.075880 -18.285010 9.538260 0.0 0.2 -0.1
H 1.026500 -19.738160 9.408040 0.4 0.1 -0.1
H -0.128110 -19.421160 8.182780 -0.2 0.1 -0.1
H 2.078920 -18.685350 7.213210 0.0 -0.6 0.2
H 0.075330 -16.597790 7.902830 -0.5 -0.1 -0.4
H 0.626720 -17.098620 6.262680 0.4 0.4 0.0
C -0.929880 -18.865940 -4.549670 0.4 0.4 -0.7
C -0.378550 -18.937760 -3.130440 -1.7 -2.0 0.4
C 0.132880 -20.327210 -2.632630 -4.1 0.3 -0.9
O 1.493060 -20.177140 -2.381850 2.7 -1.5 1.2
C 1.841240 -18.967150 -2.504960 -6.1 0.0 -2.8
O 2.961170 -18.475390 -2.340260 1.9 0.9 0.6
O 0.825350 -18.267740 -3.046920 4.9 3.5 0.8
H -1.912090 -19.319240 -4.683430 0.2 -0.5 0.4
H -0.215300 -19.271660 -5.265810 0.0 -0.5 0.1
H -1.092930 -17.871360 -4.964780 0.1 0.4 0.7
H -1.086180 -18.592770 -2.376560 0.1 0.6 -0.2
H -0.137250 -20.998990 -3.447400 0.9 -0.8 0.5
H -0.418690 -20.497810 -1.708090 0.6 -0.7 0.0
C 1.226560 -21.646640 5.555050 -0.4 -0.5 -0.4
C 1.137180 -22.858470 6.494110 0.5 0.7 -0.5
C 2.511190 -23.370050 6.958050 -1.0 0.6 -1.2
O 2.344800 -23.448200 8.357680 1.8 -1.5 0.5
C 1.274110 -22.831660 8.824140 0.6 1.8 0.4
O 1.141700 -22.562200 10.006490 -0.8 -0.6 -2.8
O 0.593550 -22.374550 7.703230 -1.4 0.2 2.5
H 1.992020 -20.916710 5.818440 0.0 -0.2 0.4
H 0.265910 -21.135080 5.495360 0.0 -0.1 0.2
H 1.437960 -21.961340 4.533110 0.1 -0.1 0.0
H 0.498090 -23.643370 6.089640 -0.1 0.0 0.0
H 3.185190 -22.575250 6.638490 0.7 -0.2 0.7
H 2.796320 -24.312980 6.491490 0.0 0.0 0.5
C 1.216020 -18.485550 2.527550 -1.3 -0.8 -0.8
C 0.126160 -19.667860 2.428550 2.6 0.8 -0.8
C -0.810110 -19.349870 1.278690 -2.1 1.7 1.0
F -0.101140 -18.880660 0.276240 2.0 0.6 -2.4
F -1.609200 -20.283210 0.736530 0.2 -1.3 0.5
F 0.820200 -20.788510 2.199240 0.6 -1.3 -0.6
F -0.555090 -19.878320 3.520090 -1.0 0.1 1.6
O 2.143670 -18.652460 3.599720 0.2 0.7 -1.3
C 3.516320 -18.399880 3.288800 -2.0 -0.6 3.0
C 4.221040 -18.848080 4.591050 -1.3 1.1 0.3
F 3.986620 -20.143510 4.884590 0.5 -0.2 -0.6
F 5.490800 -18.550840 4.423740 1.4 -0.5 0.1
F 3.933160 -19.124500 2.273780 0.2 0.4 -1.1
F 3.749880 -17.061310 3.137060 -0.2 -1.1 -0.7
H 0.599890 -17.586930 2.496460 0.4 0.5 0.9
H 1.709540 -18.480490 1.555690 0.2 -0.3 0.2
H -1.461150 -18.530060 1.582270 -0.2 0.0 0.4
H 3.812690 -18.281620 5.428000 0.0 0.3 0.0
```
Positions in Å, forces in eV/Å.

- net charge = +1
- expectation value of S² = 0.75
- maximum force (eV Å⁻¹) = 6.72
- E_HOMO (spin up / spin down) (eV) = -12.15 / -12.15
- gap between HOMO and LUMO (spin up / spin down) (eV) = 8.372 / 1.890
- spin multiplicity = 2

---

(2)
The following is a quantum chemistry calculation of a structure of composition C29H40FN6O3RuS3 in a non-equilibrium geometry, from the Open Molecules 2025 dataset.

Geometry as XYZ:
```
83
Properties=species:S:1:pos:R:3:forces:R:3
Ru 0.728829 -0.483798 -0.452332 -0.3 -0.7 1.1
S 2.424829 -1.868082 0.999600 -0.5 0.0 -0.4
C 2.337268 -0.626853 2.184529 0.3 0.1 0.6
S 1.168039 0.603788 1.892653 -0.2 -0.2 -0.7
C 3.180195 -0.597915 3.284384 -0.8 0.0 -1.0
C 4.163531 -1.578284 3.478061 0.4 -0.5 0.0
N 4.990613 -2.363105 3.627967 0.2 -0.2 0.0
C 3.126310 0.449381 4.213346 -0.1 0.6 0.5
N 3.103453 1.316670 4.968535 0.0 0.2 0.2
C -1.471960 -4.205819 2.530216 0.1 0.1 -0.2
C -0.786555 -2.837499 2.546365 0.1 -0.1 0.0
C 0.000494 -2.671633 3.849795 0.0 0.1 -0.2
C -1.797827 -1.731298 2.359882 0.2 0.1 -0.4
C -2.575239 -1.326027 3.430513 -0.1 0.0 0.0
C -3.474271 -0.285653 3.306403 0.0 0.0 0.0
C -3.588130 0.371759 2.097377 -0.1 0.0 0.1
C -2.847455 -0.008870 0.987858 0.1 -0.2 -0.1
C -3.070165 0.756424 -0.298112 0.1 -0.1 -0.1
C -3.710735 -0.098853 -1.389652 0.0 0.2 0.1
C -1.778370 1.397387 -0.803168 -0.1 -0.1 0.2
C -1.945069 -1.084071 1.112190 -0.8 0.2 1.0
N -1.182898 -1.541312 0.037788 2.3 1.6 -0.8
C -1.505220 -2.701948 -0.554432 -0.4 -1.1 -0.6
C -2.795571 -3.279099 -0.460398 0.4 0.2 -0.1
C -3.115078 -4.443066 -1.119214 0.0 -0.2 -0.1
C -2.170482 -5.108276 -1.890387 0.0 0.0 0.0
C -0.889980 -4.584022 -2.001088 0.0 0.0 -0.1
C -0.584740 -3.412353 -1.353906 -0.4 0.2 0.3
F 0.689824 -2.904218 -1.469842 -0.1 0.0 0.0
H -0.736316 -4.984178 2.716101 0.1 -0.2 0.0
H -1.944108 -4.397689 1.569523 0.0 -0.1 0.0
H -2.236773 -4.256406 3.303272 -0.1 0.0 0.1
H -0.071284 -2.796213 1.714925 -0.2 0.0 0.2
H -0.589988 -2.982689 4.708938 -0.1 0.0 0.1
H 0.296411 -1.634858 3.993717 0.1 0.1 0.1
H 0.897956 -3.286505 3.817729 0.1 -0.1 0.0
H -2.482103 -1.829667 4.379281 0.1 -0.1 0.1
H -4.075020 0.017607 4.150405 -0.1 0.0 0.1
H -4.280109 1.198382 2.009587 -0.1 0.1 -0.1
H -3.771770 1.563508 -0.053807 0.1 -0.1 0.0
H -3.046849 -0.903471 -1.689479 0.0 -0.1 -0.1
H -3.916290 0.517007 -2.261275 -0.1 0.1 -0.2
H -4.646008 -0.524928 -1.035694 -0.1 -0.1 0.0
H -1.185415 0.669545 -1.375274 -0.2 0.3 0.0
H -1.196899 1.756008 0.049304 0.0 0.1 -0.1
H -1.998439 2.234716 -1.463628 0.1 0.1 -0.1
H -3.532527 -2.764047 0.136436 -0.1 0.0 0.1
H -4.114860 -4.842420 -1.029592 -0.1 0.0 0.0
H -2.424282 -6.024287 -2.398492 0.0 -0.1 -0.1
H -0.130415 -5.083948 -2.581922 0.1 0.0 0.0
O 1.654902 2.972829 -2.791323 0.1 -0.5 -0.1
C 1.351281 3.006438 -1.493791 0.1 0.7 -0.3
O 1.127145 2.019075 -0.848640 0.0 -0.1 0.0
C 1.333908 4.433118 -0.932369 0.0 -0.1 0.2
N 1.083577 5.318903 -2.072562 0.3 0.4 0.0
C -0.374642 5.439761 -2.108099 -0.3 0.1 0.1
C -0.812941 5.532649 -0.641013 0.1 0.0 -0.2
C 0.202296 4.645819 0.095684 0.0 -0.1 0.0
H 2.322916 4.615968 -0.502151 0.0 0.0 -0.1
H 1.669330 3.912195 -3.101114 -0.1 0.1 0.3
H 1.487664 6.236723 -1.913866 0.1 -0.1 0.0
H -0.774191 4.530641 -2.566787 -0.1 0.0 0.0
H -0.676405 6.294690 -2.710815 0.0 -0.1 0.0
H -1.839566 5.202240 -0.502860 -0.1 0.0 0.1
H -0.724757 6.564098 -0.295246 -0.1 0.0 0.0
H -0.217583 3.684441 0.383498 0.0 0.0 0.1
H 0.577705 5.133249 0.992482 0.0 -0.1 0.0
N 0.078963 0.497921 -3.833769 0.1 0.2 -0.1
N 0.394285 -0.605656 -2.981155 0.3 -0.3 0.3
H 0.404664 0.333190 -4.790721 0.0 0.0 0.4
H 0.575922 1.308105 -3.472731 -0.1 -0.2 -0.1
H 1.370319 -0.916151 -3.067405 -0.4 0.1 -0.2
H -0.223390 -1.378631 -3.232897 0.2 0.2 0.2
C 4.826025 1.762830 -1.515060 -0.5 -0.5 0.4
S 3.907018 0.435776 -0.610203 2.3 0.5 0.2
C 5.291888 -0.763999 -0.642462 -0.5 0.3 0.2
O 2.949285 -0.080902 -1.620684 -1.5 -0.5 -0.9
H 5.173306 1.373809 -2.465446 0.0 -0.1 -0.1
H 5.657325 2.094803 -0.903127 0.1 0.0 0.1
H 4.141650 2.586927 -1.687668 -0.1 0.0 0.0
H 6.183791 -0.302297 -0.235620 0.1 0.1 0.1
H 5.441736 -1.071676 -1.671693 0.0 0.1 -0.2
H 4.998022 -1.615709 -0.035369 0.0 0.0 0.0
```
Positions in Å, forces in eV/Å.

- expectation value of S² = 8.77
- maximum force (eV Å⁻¹) = 2.92
- E_HOMO (spin up / spin down) (eV) = -7.56 / -7.23
- gap between HOMO and LUMO (spin up / spin down) (eV) = 7.480 / 5.790
- spin multiplicity = 6

---

(3)
The following is a quantum chemistry calculation of a structure of composition C29H40I2N2P2STi in a non-equilibrium geometry, from the Open Molecules 2025 dataset.

Geometry as XYZ:
```
77
Properties=species:S:1:pos:R:3:forces:R:3
Ti -0.296900 0.022600 0.470700 0.4 1.8 -1.3
C -0.157200 -5.218100 0.896900 0.1 0.2 0.1
C -0.500600 -3.793900 0.466400 -0.3 0.6 0.1
C -0.528700 -3.667300 -1.060800 -0.1 0.2 0.1
P 0.519700 -2.336500 1.074800 0.8 -1.1 -0.1
C 1.149100 -2.686800 2.815300 -0.2 0.5 0.0
C 0.019400 -3.073300 3.769000 -0.1 0.1 -0.1
C 2.314900 -3.662700 2.925700 0.0 0.2 -0.2
C 2.024100 -2.354900 0.069000 -0.1 0.6 0.0
C 2.800900 -3.487500 -0.149900 0.1 0.1 -0.2
C 4.022600 -3.405200 -0.786900 0.1 0.0 0.0
C 4.512800 -2.148200 -1.121800 -0.1 -0.1 0.1
C 3.751700 -1.018300 -0.934900 -0.2 0.3 0.1
C 2.432700 -1.087600 -0.426600 0.9 -1.5 0.1
N 1.594000 -0.015300 -0.343100 -1.4 -0.2 0.7
C 2.000100 1.168700 -0.954600 0.5 1.4 -0.4
C 2.525900 1.216800 -2.252600 -0.3 -0.1 0.2
C 2.989000 2.406100 -2.777800 0.0 0.0 0.1
C 2.968000 3.564900 -2.016700 0.0 0.1 0.0
C 2.378500 3.554400 -0.764800 0.0 0.0 0.1
C 1.847100 2.381200 -0.246500 -0.1 -0.8 0.0
P 0.754500 2.172300 1.196800 0.5 1.6 0.2
C 1.900700 2.130500 2.677300 -0.3 -0.4 -0.1
C 2.878400 0.975000 2.471000 -0.2 -0.1 0.1
C 2.667000 3.420700 2.951800 -0.3 -0.1 0.0
C -0.361900 3.660900 1.369500 -0.2 -0.4 -0.1
C -1.029400 3.560200 2.744000 0.1 -0.3 0.0
C 0.146200 5.072800 1.097300 0.2 -0.3 -0.1
H -0.909900 -5.891200 0.488400 -0.1 0.0 -0.1
H -0.172500 -5.330900 1.977600 0.1 -0.1 0.0
H 0.809200 -5.543400 0.520000 0.0 0.0 0.0
H -1.505700 -3.573200 0.861800 0.2 0.0 -0.1
H 0.363700 -4.113100 -1.496200 0.1 0.0 0.0
H -0.560500 -2.613200 -1.366200 0.0 -0.2 -0.1
H -1.399600 -4.172200 -1.474500 -0.1 0.0 0.0
H 1.505600 -1.690600 3.124800 -0.1 -0.2 -0.1
H -0.379800 -4.058600 3.546600 0.0 -0.1 0.0
H -0.793500 -2.349900 3.731700 0.0 -0.2 0.1
H 0.398700 -3.089400 4.790100 0.0 0.0 0.1
H 2.012000 -4.674400 2.673700 0.0 -0.2 -0.1
H 2.674000 -3.669700 3.953000 0.0 0.0 0.1
H 3.143500 -3.371200 2.284600 0.0 -0.1 0.1
H 2.449700 -4.446300 0.191600 0.0 -0.1 0.1
H 4.606200 -4.290600 -0.982900 0.0 -0.1 0.0
H 5.506900 -2.043800 -1.530600 0.1 0.0 -0.1
H 4.172300 -0.056500 -1.192200 0.0 -0.1 0.0
H 2.535600 0.318500 -2.854000 0.0 0.0 0.0
H 3.370400 2.433200 -3.787200 0.1 0.0 -0.1
H 3.369000 4.485700 -2.412700 0.0 0.1 0.0
H 2.349300 4.463500 -0.186400 -0.1 0.1 0.0
H 1.247700 1.892300 3.529400 0.1 0.1 -0.1
H 3.588400 1.211400 1.678100 0.0 -0.1 -0.1
H 2.344500 0.061200 2.197400 0.2 0.0 0.0
H 3.439500 0.786300 3.385100 0.1 0.0 0.1
H 3.206900 3.743500 2.062800 0.1 0.1 -0.1
H 3.398800 3.240500 3.740100 0.0 0.0 0.0
H 2.010100 4.219100 3.283400 0.0 0.1 0.0
H -1.127200 3.456600 0.607000 0.0 -0.1 0.2
H -0.354100 3.885100 3.533900 0.1 0.1 0.1
H -1.341900 2.534200 2.958700 -0.1 0.2 0.0
H -1.918500 4.186700 2.772000 -0.1 0.0 -0.1
H 1.027100 5.324700 1.681100 0.1 0.1 0.0
H -0.650100 5.768100 1.366200 0.0 0.0 0.0
H 0.361900 5.206800 0.040000 0.0 0.1 0.0
S -1.193500 -0.099200 2.773600 0.5 0.3 -0.3
C -2.375300 -0.883500 1.792200 -0.2 -0.2 0.0
C -3.593900 -1.366900 2.267500 0.0 -0.1 -0.2
C -4.475400 -1.938000 1.370500 0.3 0.2 0.0
C -4.129100 -1.986300 0.018900 0.1 0.1 0.2
C -2.909400 -1.486000 -0.376700 -0.2 -0.1 -0.5
N -2.024600 -0.966100 0.486900 -1.9 -1.2 0.6
H -3.828900 -1.255000 3.316700 0.0 0.0 0.0
H -5.431300 -2.313700 1.705000 -0.1 0.0 0.0
H -4.813100 -2.380700 -0.715000 0.0 0.0 -0.1
H -2.626600 -1.487900 -1.425100 0.0 0.1 0.2
I -1.133900 1.214500 -2.005900 1.0 -1.0 0.3
I -3.489100 1.995200 0.319800 -0.4 0.2 0.8
```
Positions in Å, forces in eV/Å.

- maximum force (eV Å⁻¹) = 2.31
- E_HOMO (spin up / spin down) (eV) = -6.04 / -6.04
- gap between HOMO and LUMO (spin up / spin down) (eV) = 4.986 / 4.986
- energy above the lowest of the compared OMol25 structures with the same formula, charge and spin (eV) = 0.785

---

Q: Which of these has the highest maximum force?
A: C29H40F8O19

---

Q: Which value of maximum force does entry 3 give?
A: 2.31 eV Å⁻¹

---

Q: Among the records above, which one has the lowest maximum force?
A: C29H40I2N2P2STi

---

Q: What is the maximum force in the third record?
A: 2.31 eV Å⁻¹